[1]
{
  "formula": "C7H6N4S",
  "method": "ωB97M-V with the def2-TZVPD basis set",
  "species": ["S", "N", "N", "N", "N", "C", "C", "C", "C", "C", "C", "C", "H", "H", "H", "H", "H", "H"],
  "xyz": [[-2.1186, 0.3534, -0.7136], [2.0503, -2.6048, 0.0208], [2.3552, 3.2549, 0.3622], [0.6075, 0.8617, 2.7338], [-1.3901, -2.0507, 0.3706], [0.8845, 0.3291, 1.5856], [-1.0184, -1.0912, -0.3658], [1.7689, 2.2659, 0.3590], [0.8816, 0.3956, -0.9154], [1.2271, -1.9162, -0.4034], [0.2923, -0.9656, -1.0138], [1.2006, 0.9945, 0.2532], [-2.1973, -1.9550, 0.8824], [-1.7824, 0.8273, -1.9747], [1.0781, -0.6826, 1.6669], [1.1545, 0.9621, -1.7877], [0.3044, -1.4182, -2.1411], [0.3005, 1.8165, 2.9204]],
  "forces_ev_per_a": [[-0.3, -0.1, -0.2], [-0.7, 0.5, -0.3], [-0.2, 0.1, 0.2], [-0.4, -1.5, -1.3], [3.8, 0.8, -1.6], [0.0, 3.6, 2.0], [-3.0, 0.2, 0.1], [0.9, 1.2, -0.7], [1.2, 1.7, 0.8], [1.2, -0.9, 0.5], [1.6, -2.5, -2.5], [-1.9, -2.2, 0.7], [-2.7, 0.3, 0.9], [0.2, -0.8, 1.0], [0.3, -2.2, -0.2], [-0.2, -0.2, -0.5], [-0.5, 1.6, 2.3], [0.6, 0.2, -1.1]],
  "smiles": "[H]/N=C\\C(C#N)=C/[C@@H](C#N)/C(S)=N/[H]",
  "homo_lumo_gap_ev": 9.1,
  "total_charge": 0,
  "homo_ev": -10.1,
  "e_tot_ha": -887.429931
}

=====

[2]
{
  "formula": "C7H6NO3",
  "method": "ωB97M-V with the def2-TZVPD basis set",
  "species": ["O", "O", "O", "N", "C", "C", "C", "C", "C", "C", "C", "H", "H", "H", "H", "H", "H"],
  "xyz": [[-0.0755, 1.3883, -2.1758], [1.4454, -2.3500, 0.8274], [-0.2721, -2.0030, 2.2438], [0.3507, 0.2563, -0.1410], [-1.9504, -0.9023, -0.2221], [1.6093, 1.9093, -0.3309], [-0.3239, -0.9312, 0.1009], [1.4065, 0.7361, 0.7589], [0.3556, -1.8954, 1.1458], [0.4970, 1.1962, -1.1084], [-3.0399, -1.0263, -0.8582], [-4.0814, -0.9694, -0.5760], [1.3288, 2.9183, 0.2189], [-2.9661, -1.3834, -1.8856], [1.0465, 1.1640, 1.7277], [2.6207, 1.9533, -0.6897], [2.0488, -0.0608, 0.9644]],
  "forces_ev_per_a": [[0.7, -0.2, 1.3], [1.0, -0.2, -0.8], [0.6, 0.1, -1.6], [0.0, -0.8, 1.2], [9.1, 0.4, 3.6], [-0.2, 0.7, 3.1], [-7.7, 0.2, -1.7], [-1.7, 2.5, -0.5], [-2.1, 0.3, 1.9], [-0.6, 0.6, -1.5], [-1.5, -1.1, -2.4], [0.1, 0.5, 0.8], [0.4, -1.8, -1.6], [0.0, -0.1, -0.2], [-0.1, -0.5, -0.7], [0.2, 0.2, -0.7], [1.8, -0.8, 0.0]],
  "smiles": "C=C=C(C(=O)[O-])N1CCC1=O",
  "homo_lumo_gap_ev": [7.5, 7.5],
  "total_charge": -1,
  "homo_ev": [-3.9, -3.9],
  "e_tot_ha": -550.720912
}

=====

[3]
{
  "formula": "C7H6O",
  "method": "ωB97M-V with the def2-TZVPD basis set",
  "species": ["O", "C", "C", "C", "C", "C", "C", "C", "H", "H", "H", "H", "H", "H"],
  "xyz": [[0.2222, -1.2722, -0.3611], [2.3036, -0.1405, -0.0416], [-1.2901, 0.5939, -0.4614], [-1.7610, -0.1675, 0.7800], [0.1164, 1.0414, -0.3152], [3.5022, -0.1639, 0.1431], [0.8980, -0.0585, -0.2278], [-1.1518, -0.8993, -0.3553], [0.4105, 2.0884, -0.1218], [4.5741, -0.1324, 0.3338], [-1.2112, -0.1062, 1.6907], [-2.0312, 1.1278, -1.0846], [-2.8137, -0.3046, 0.9660], [-1.7678, -1.6065, -0.9447]],
  "forces_ev_per_a": [[-0.2, 1.2, 0.4], [1.6, 0.0, 0.4], [-0.5, 0.4, 0.4], [-0.1, -0.2, 0.0], [0.4, 0.0, 0.3], [-0.5, 0.2, 0.0], [-0.4, 0.3, -0.2], [-0.8, -1.2, -1.4], [0.0, -0.9, -0.4], [-0.9, -0.1, -0.2], [0.5, 0.4, 0.4], [0.6, -0.4, 0.4], [-0.2, -0.1, -0.3], [0.6, 0.6, 0.5]],
  "smiles": "C#CC1=C[C@@H]2C[C@@H]2O1",
  "homo_lumo_gap_ev": 9.4,
  "total_charge": 0,
  "homo_ev": -8.4,
  "e_tot_ha": -345.440053
}

=====

[4]
{
  "formula": "C7H6O",
  "method": "ωB97M-V with the def2-TZVPD basis set",
  "species": ["O", "C", "C", "C", "C", "C", "C", "C", "H", "H", "H", "H", "H", "H"],
  "xyz": [[-2.0395, 0.9370, 0.0051], [0.4774, 1.5883, 0.0105], [-0.6138, -0.5953, -0.0209], [-2.1211, -0.5292, -0.0154], [1.7396, -0.5449, -0.0259], [0.5461, -1.3023, 0.0063], [-0.6779, 0.7707, -0.0312], [1.6582, 0.8582, 0.0038], [-2.6845, -0.9439, -0.8630], [2.6102, 1.3912, -0.0296], [0.4278, 2.6667, -0.0211], [-2.6267, -0.8257, 0.8998], [2.6873, -1.0895, 0.0010], [0.6169, -2.3814, 0.0805]],
  "forces_ev_per_a": [[0.2, -0.1, -0.6], [-1.7, -0.8, -0.3], [-1.1, 0.1, -0.1], [-1.0, -0.9, 0.4], [-1.0, -0.1, 0.4], [1.4, -0.3, 0.0], [2.2, 1.6, 0.3], [1.2, -0.3, -0.3], [0.3, 0.4, 0.0], [-0.3, 0.0, 0.1], [0.2, 0.0, 0.1], [0.1, -0.2, 0.1], [-0.2, 0.5, -0.1], [-0.2, 0.0, -0.1]],
  "homo_lumo_gap_ev": 9.6,
  "total_charge": 0,
  "homo_ev": -8.6,
  "e_tot_ha": -345.516840
}

=====

[5]
{
  "formula": "C7H6O",
  "method": "ωB97M-V with the def2-TZVPD basis set",
  "species": ["O", "C", "C", "C", "C", "C", "C", "C", "H", "H", "H", "H", "H", "H"],
  "xyz": [[2.7101, 0.9416, -0.1127], [1.6571, 0.4658, 0.0780], [-0.2131, -1.1599, 0.0588], [-0.9887, -0.0960, -0.6992], [0.9617, -0.5631, 0.8432], [-1.9608, 1.7555, 0.9891], [-0.3261, 1.1377, -1.0330], [-1.2734, 1.2131, 0.0736], [-1.8303, -0.5004, -1.2597], [-0.2500, 1.7722, -1.8846], [0.5750, -0.0505, 1.7306], [-0.8813, -1.6936, 0.7357], [0.1708, -1.8694, -0.6798], [1.6492, -1.3528, 1.1598]],
  "forces_ev_per_a": [[-1.2, -0.8, 0.4], [-0.9, 2.0, -2.1], [0.2, 0.1, -0.1], [-0.5, -0.1, 0.1], [-0.5, -0.7, 0.4], [-0.4, 0.0, 0.4], [2.9, -1.0, 1.8], [0.3, 0.0, -0.5], [0.0, 0.2, 0.0], [-0.3, 0.2, -0.4], [0.1, 0.0, 0.0], [0.1, 0.0, 0.0], [0.0, -0.1, 0.1], [0.1, 0.2, 0.0]],
  "homo_lumo_gap_ev": 8.1,
  "total_charge": 0,
  "homo_ev": -8.1,
  "e_tot_ha": -345.316630
}

=====

[6]
{
  "formula": "C7H6O11V3",
  "method": "ωB97M-V with the def2-TZVPD basis set",
  "species": ["V", "V", "V", "O", "O", "O", "O", "O", "O", "O", "O", "O", "O", "O", "C", "C", "C", "C", "C", "C", "C", "H", "H", "H", "H", "H", "H"],
  "xyz": [[10.6794, -29.6518, -26.3711], [15.5898, -31.2907, -23.9056], [14.1476, -31.9728, -27.3921], [16.4391, -31.1964, -22.6219], [16.5684, -31.6604, -25.0456], [9.9946, -31.8626, -23.0458], [13.8815, -31.4031, -25.3623], [10.1924, -28.4631, -27.2649], [11.8921, -30.3686, -24.8330], [15.5507, -32.5311, -27.7601], [7.1759, -36.1566, -25.0199], [9.9743, -31.0217, -26.8135], [13.0871, -33.1037, -27.5628], [13.4540, -30.8394, -23.3096], [9.0748, -34.7542, -25.0895], [13.0085, -30.8989, -24.4764], [7.3728, -34.3331, -23.4224], [7.8650, -35.0882, -24.4869], [8.0475, -33.2058, -22.9831], [9.7940, -33.6906, -24.5830], [9.2702, -32.9108, -23.5557], [10.7538, -33.3915, -24.9914], [6.2567, -36.2033, -24.7447], [9.5289, -35.3534, -25.8661], [10.5391, -31.4359, -23.7049], [7.6103, -32.5884, -22.2118], [6.4185, -34.6324, -23.0031]],
  "forces_ev_per_a": [[-1.6, -3.2, 0.7], [-1.2, 0.1, 0.9], [-0.3, -0.5, 1.8], [0.0, 0.0, 0.3], [0.4, -0.1, -0.7], [-0.3, 0.5, 0.6], [-0.1, 0.0, -1.8], [0.6, -0.6, 0.4], [0.3, 0.1, -1.4], [-0.7, 0.0, 0.1], [0.6, 0.1, 0.0], [1.2, 2.9, 0.3], [0.6, 0.5, -0.3], [0.6, -0.4, -0.7], [0.3, -0.2, 0.4], [0.2, 1.2, 0.4], [-0.2, -0.3, -0.6], [-0.5, -0.3, -0.3], [-0.1, -0.3, 0.0], [-0.3, 0.5, 0.3], [0.3, 0.0, -0.2], [0.0, -0.2, -0.1], [0.0, 0.2, 0.3], [-0.4, -0.1, -0.1], [0.1, -0.2, -0.2], [0.2, 0.1, 0.1], [0.0, 0.2, 0.1]],
  "homo_lumo_gap_ev": 3.1,
  "total_charge": 1,
  "homo_ev": -10.3,
  "e_tot_ha": -3929.672557
}

=====

[7]
{
  "formula": "C7H6O2",
  "method": "ωB97M-V with the def2-TZVPD basis set",
  "species": ["O", "O", "C", "C", "C", "C", "C", "C", "C", "H", "H", "H", "H", "H", "H"],
  "xyz": [[3.0923, -0.4118, 0.0091], [-2.0113, 1.2829, 0.0161], [-0.4539, -0.5764, -0.0370], [1.9256, -0.0564, -0.0002], [-0.8610, 0.9063, -0.0025], [0.8151, -1.0062, 0.0108], [0.2829, 1.8433, -0.0158], [1.5364, 1.3807, -0.0080], [-1.6451, -1.4643, -0.0094], [2.2677, 2.1694, -0.0289], [-1.4879, -2.5360, -0.0965], [-2.3612, -1.1131, -0.7655], [0.0262, 2.8908, 0.0104], [1.0181, -2.0729, -0.0232], [-2.1440, -1.2364, 0.9405]],
  "forces_ev_per_a": [[-0.6, 0.3, 0.0], [0.3, -0.4, 0.0], [-0.7, 0.0, 0.2], [0.6, 0.0, 0.1], [1.0, -0.4, -0.2], [-0.8, 0.1, -0.4], [-0.2, -0.8, 0.2], [-0.4, 1.2, -0.1], [-0.7, 0.5, 0.1], [0.8, -0.3, 0.1], [0.3, 0.1, 0.0], [0.2, -0.3, 0.1], [0.1, 0.2, -0.1], [0.2, 0.2, 0.1], [-0.1, -0.3, -0.1]],
  "smiles": "CC1=CC(=O)C=CC1=O",
  "homo_lumo_gap_ev": 8.7,
  "total_charge": 0,
  "homo_ev": -10.2,
  "e_tot_ha": -420.783541
}

=====

[8]
{
  "formula": "C7H6O3S",
  "method": "ωB97M-V with the def2-TZVPD basis set",
  "species": ["S", "O", "O", "O", "C", "C", "C", "C", "C", "C", "C", "H", "H", "H", "H", "H", "H"],
  "xyz": [[-2.0425, -1.1841, -0.3484], [-2.3050, -2.2025, 0.6964], [-3.1090, 0.2984, -0.0664], [-0.3883, 2.2650, 1.0817], [-1.8497, 2.3118, -0.7742], [-1.3259, 1.2970, 1.1426], [-2.3793, 1.3928, 0.0480], [-0.4812, 1.9154, -0.2039], [0.4388, -1.3591, 0.9675], [-0.3938, -0.4361, 0.1508], [0.0901, 0.6446, -0.7379], [-2.3206, 2.8643, -1.6261], [-0.0792, 0.5042, -1.8988], [1.1513, 0.6612, -0.7315], [1.5599, -1.2931, 0.6965], [-0.0021, -2.3142, 0.9841], [0.5907, -0.9463, 1.9630]],
  "forces_ev_per_a": [[0.6, -0.2, 1.7], [0.1, 1.3, -1.3], [-0.7, -0.5, -0.1], [2.1, 0.8, 1.1], [-1.4, 0.8, -1.1], [-0.2, -3.4, -0.5], [1.7, -0.4, 0.1], [-3.0, 1.2, -1.3], [2.7, 2.3, 0.2], [-2.9, 1.8, 0.7], [1.2, -1.4, -3.0], [1.2, -0.7, 0.7], [-0.2, 0.4, 2.3], [1.3, 0.1, 0.3], [-1.7, -0.7, -0.6], [-0.1, -1.3, 0.3], [-0.8, -0.3, 0.5]],
  "homo_lumo_gap_ev": 7.5,
  "total_charge": 0,
  "homo_ev": -8.4,
  "e_tot_ha": -893.902784
}

=====

Which formula does entry 6 have?
C7H6O11V3

=====

What is the formula in the first record?
C7H6N4S

=====

What is the formula in the seventh record?
C7H6O2